No. 1
Density functional theory data (ωB97M-V/def2-TZVPD) for a structure of composition C53H70BN11OSbTi in a non-equilibrium geometry.

```
! wB97M-V def2-TZVPD RIJCOSX def2/J DEFGRID3
* xyz 0 2
Ti 1.187 -0.294 -0.129
C 0.443 4.281 -3.889
N 0.726 3.358 -2.811
C 0.746 2.024 -2.825
N 0.918 1.559 -1.600
C 1.006 2.697 -0.855
N 0.898 3.802 -1.549
C -1.011 4.660 -3.877
C -1.422 5.945 -3.549
C -2.777 6.252 -3.466
C -3.729 5.267 -3.663
C -3.316 3.973 -3.971
C -1.967 3.682 -4.105
C -4.290 2.879 -4.022
N -5.563 2.899 -3.807
N -5.979 1.563 -3.827
C -4.917 0.865 -4.054
O -3.797 1.623 -4.199
C -4.739 -0.589 -4.067
C -5.824 -1.432 -3.839
C -5.612 -2.796 -3.741
C -4.328 -3.316 -3.857
C -3.251 -2.479 -4.108
C -1.846 -3.008 -4.151
N -1.148 -2.616 -2.943
C -0.457 -1.504 -2.699
N -0.214 -1.389 -1.400
C -0.820 -2.504 -0.882
N -1.385 -3.267 -1.782
C -3.465 -1.114 -4.221
H 0.729 3.785 -4.821
H 1.080 5.155 -3.752
H 0.656 1.451 -3.731
H 1.166 2.674 0.211
H -0.683 6.708 -3.343
H -3.087 7.256 -3.216
H -4.782 5.479 -3.556
H -1.661 2.670 -4.340
H -6.809 -1.008 -3.720
H -6.445 -3.455 -3.551
H -4.164 -4.378 -3.740
H -1.280 -2.616 -4.999
H -1.837 -4.097 -4.196
H -0.147 -0.818 -3.466
H -0.848 -2.725 0.170
H -2.632 -0.445 -4.393
C 1.334 -5.651 0.070
Sb 2.299 -3.752 -0.276
C 2.228 -3.981 -2.423
C 4.271 -4.567 -0.057
H 1.783 -6.406 -0.573
H 0.271 -5.581 -0.148
H 1.460 -5.945 1.110
H 2.966 -4.720 -2.729
H 2.439 -3.040 -2.924
H 1.237 -4.331 -2.709
H 4.310 -5.521 -0.578
H 4.494 -4.718 0.995
H 5.012 -3.891 -0.473
C 4.522 -0.662 -1.717
C 4.270 -0.039 -0.336
C 4.708 1.429 -0.353
C 5.101 -0.787 0.713
N 2.881 -0.120 0.007
H 5.482 -0.354 -2.132
H 3.731 -0.358 -2.412
H 4.519 -1.754 -1.661
H 5.751 1.536 -0.656
H 4.590 1.856 0.642
H 4.085 2.000 -1.046
H 6.166 -0.771 0.472
H 4.956 -0.333 1.694
H 4.777 -1.826 0.772
C -3.113 2.499 0.848
C -2.327 1.493 0.002
C -2.521 1.787 -1.493
C -2.692 0.068 0.399
C -3.660 -0.643 -0.302
C -4.010 -1.932 0.066
C -3.384 -2.539 1.139
C -2.401 -1.874 1.865
C -1.708 -2.569 3.018
C -2.647 -2.699 4.218
C -1.140 -3.932 2.630
C -2.068 -0.558 1.501
N -1.054 0.124 2.235
B 0.377 0.127 1.902
N 0.929 0.685 3.140
C -0.088 0.961 4.051
C -1.276 0.611 3.522
C 2.279 0.995 3.475
C 2.717 2.313 3.315
C 4.034 2.632 3.639
C 4.907 1.662 4.098
C 4.451 0.366 4.258
C 3.136 0.009 3.968
C 2.746 -1.437 4.217
C 2.485 -2.212 2.926
C 1.605 -1.619 5.215
C 1.764 3.402 2.849
C 1.242 4.210 4.040
C 2.386 4.346 1.819
H -2.828 3.520 0.592
H -2.922 2.349 1.909
H -4.184 2.390 0.672
H -1.262 1.624 0.246
H -1.984 1.068 -2.116
H -2.151 2.791 -1.727
H -3.574 1.761 -1.781
H -4.153 -0.189 -1.150
H -4.764 -2.466 -0.494
H -3.653 -3.551 1.408
H -0.865 -1.943 3.312
H -3.457 -3.397 4.001
H -3.089 -1.739 4.477
H -2.106 -3.070 5.089
H -1.922 -4.627 2.322
H -0.622 -4.373 3.482
H -0.414 -3.856 1.820
H 0.118 1.387 5.017
H -2.260 0.688 3.952
H 4.380 3.647 3.527
H 5.931 1.914 4.335
H 5.127 -0.396 4.625
H 3.632 -1.881 4.685
H 1.620 -1.806 2.390
H 2.298 -3.264 3.149
H 3.337 -2.143 2.249
H 0.658 -1.247 4.831
H 1.813 -1.097 6.150
H 1.487 -2.679 5.442
H 0.906 2.900 2.389
H 2.069 4.708 4.549
H 0.735 3.575 4.763
H 0.538 4.973 3.708
H 3.178 4.950 2.259
H 1.634 5.035 1.435
H 2.816 3.801 0.980
*
```

Values from the calculation:
HOMO-LUMO gap (spin up / spin down)   4.98 / 6.46 eV
HOMO energy (spin up / spin down)   -0.199 / -0.253 Eh
DFT total energy   -104866.2945 eV

No. 2
Density functional theory data (ωB97M-V/def2-TZVPD) for a structure of composition C53H70Cl2GeN5O2P3Pd in a non-equilibrium geometry.

```
! wB97M-V def2-TZVPD RIJCOSX def2/J DEFGRID3
* xyz 3 6
Pd -0.029 -0.073 -0.360
C -3.877 -2.423 -0.670
C -2.803 -2.908 0.303
C -2.943 -4.420 0.491
P -1.080 -2.352 -0.158
C -0.143 -2.865 1.418
N -0.184 -1.904 2.464
Ge 0.604 -0.039 1.994
N -0.443 1.461 2.685
C -1.104 2.396 1.803
P -1.534 1.749 0.130
C -1.393 3.271 -0.920
C 0.063 3.370 -1.394
C -1.850 4.563 -0.237
C -3.296 1.194 0.220
C -3.433 0.313 1.464
C -4.347 2.299 0.187
C -0.141 1.926 3.950
C -0.404 3.216 4.426
C 0.055 3.606 5.674
C 0.804 2.742 6.463
C 1.045 1.451 6.020
C 0.538 1.044 4.799
N 0.646 -0.303 4.293
C -0.471 -1.136 4.634
C -1.108 -1.135 5.853
C -2.096 -2.085 6.105
C -2.456 -3.020 5.128
C -1.837 -3.024 3.902
C -0.835 -2.068 3.623
C 1.933 -0.896 4.521
C 2.211 -1.851 5.468
C 3.530 -2.272 5.644
C 4.560 -1.732 4.872
C 4.290 -0.789 3.907
C 2.960 -0.375 3.688
N 2.544 0.445 2.705
C 3.432 1.185 1.891
P 4.355 0.213 0.487
C 3.813 1.247 -0.987
C 4.845 1.241 -2.117
C 2.504 0.687 -1.538
C 6.136 0.730 0.652
C 6.923 -0.167 1.613
C 6.357 2.210 0.969
C -0.233 -3.521 -1.345
C 1.140 -2.922 -1.688
C -0.052 -4.969 -0.888
H -4.864 -2.601 -0.239
H -3.809 -2.969 -1.610
H -3.769 -1.368 -0.899
H -2.950 -2.420 1.272
H -3.034 -4.919 -0.473
H -3.865 -4.617 1.041
H -2.124 -4.878 1.044
H 0.892 -2.926 1.061
H -0.464 -3.849 1.758
H -0.463 3.270 1.632
H -2.033 2.750 2.264
H -2.030 3.074 -1.784
H 0.756 3.284 -0.551
H 0.238 4.333 -1.874
H 0.281 2.580 -2.113
H -1.089 4.944 0.444
H -2.784 4.451 0.310
H -2.006 5.321 -1.004
H -3.402 0.576 -0.678
H -3.472 0.922 2.368
H -2.582 -0.367 1.545
H -4.350 -0.277 1.421
H -4.289 2.940 1.068
H -5.339 1.846 0.186
H -4.265 2.919 -0.706
H -0.957 3.925 3.826
H -0.164 4.601 6.035
H 1.185 3.066 7.420
H 1.617 0.760 6.628
H -0.831 -0.422 6.617
H -2.566 -2.121 7.078
H -3.226 -3.748 5.341
H -2.126 -3.750 3.152
H 1.422 -2.254 6.088
H 3.756 -3.008 6.403
H 5.576 -2.063 5.036
H 5.083 -0.391 3.292
H 4.230 1.635 2.485
H 2.863 1.953 1.364
H 3.650 2.279 -0.657
H 5.136 0.221 -2.378
H 5.737 1.811 -1.867
H 4.409 1.704 -3.004
H 2.674 -0.329 -1.897
H 2.164 1.292 -2.379
H 1.678 0.674 -0.783
H 6.516 0.525 -0.352
H 6.849 0.177 2.646
H 7.980 -0.139 1.348
H 6.595 -1.206 1.557
H 6.102 2.439 2.005
H 5.781 2.869 0.317
H 7.413 2.451 0.839
H -0.870 -3.502 -2.230
H 1.872 -3.159 -0.915
H 1.087 -1.838 -1.807
H 1.511 -3.343 -2.624
H 0.481 -5.048 0.060
H 0.555 -5.482 -1.636
H -0.988 -5.511 -0.814
Cl -3.003 2.049 -4.279
C -3.895 0.788 -5.037
C -5.073 0.372 -4.453
C -5.881 -0.559 -5.091
C -5.551 -1.033 -6.350
C -4.388 -0.607 -6.955
Cl -3.977 -1.167 -8.527
C -3.494 0.269 -6.291
N -2.350 0.631 -6.972
C -1.075 0.947 -6.567
C -0.388 1.845 -7.419
C 0.898 2.228 -7.153
C 1.550 1.703 -6.034
C 0.914 0.766 -5.233
C -0.386 0.345 -5.469
C -0.911 -0.811 -4.667
C -1.058 -0.584 -3.137
O -1.879 -1.330 -2.571
O -0.285 0.262 -2.599
H -5.369 0.799 -3.505
H -6.796 -0.886 -4.615
H -6.193 -1.735 -6.863
H -2.480 0.626 -7.982
H -0.913 2.260 -8.270
H 1.396 2.938 -7.798
H 2.567 1.997 -5.811
H 1.458 0.316 -4.415
H -0.171 -1.617 -4.709
H -1.844 -1.210 -5.047
*
```

Values from the calculation:
HOMO-LUMO gap (spin up / spin down)   7.79 / 4.84 eV
HOMO energy (spin up / spin down)   -0.503 / -0.527 Eh
DFT total energy   -180527.0612 eV